Entry 1:
ORCA calculation (ωB97M-V/def2-TZVPD) on a 2-piece molecular cluster, C2H6OS2 overall.

Structure (XYZ):
```
11
C2H6OS2 (ωB97M-V/def2-TZVPD)
C -0.805 0.672 0.829
C -1.371 1.596 -0.180
O -0.733 2.364 -0.848
H 0.274 0.834 0.810
H -1.192 0.810 1.834
H -0.995 -0.371 0.571
H -2.473 1.656 -0.222
S 1.299 -2.668 -1.231
S 2.446 -1.141 -0.280
H 1.806 -3.590 -0.366
H 1.744 -0.163 -0.917
```

Output
- Frontier orbital gap: 8.79 eV
- Charge: 0
- Energy relative to the best compared isomer or geometry (same formula, charge and spin): 31.5 kJ/mol
- Structure (SMILES): CC=O.SS
- Energy: -951.38005 a.u.
- E_HOMO: -8.74 eV
- E_LUMO: 0.00180 hartree

These are the Mulliken partial charges, in e, on atoms 1 to 2: -0.75, 0.17

***

Entry 2:
ORCA calculation (ωB97M-V/def2-TZVPD) on an isolated ion of composition C2H6S and charge +1.

Structure (XYZ):
```
9
C2H6S (ωB97M-V/def2-TZVPD)
C 1.531 -0.079 -0.111
S -0.104 0.052 -1.339
C -1.535 0.087 0.015
H 1.394 0.632 0.694
H 1.607 -1.030 0.376
H 2.481 0.019 -0.667
H -2.587 -0.045 -0.409
H -1.561 1.038 0.694
H -1.226 -0.676 0.747
```

Output
- Frontier orbital gap (alpha / beta): 12.36 / 8.92 eV
- Charge: +1
- ⟨S²⟩: 0.75
- Energy relative to the best compared isomer or geometry (same formula, charge and spin): 112.1 kJ/mol
- Energy: -477.61358 a.u.
- E_HOMO (alpha / beta): -17.03 / -17.68 eV
- E_LUMO (alpha / beta): -0.17167 / -0.32205 hartree
- 2S+1: 2

These are the Mulliken partial charges, in e, on atoms 1 to 2: -0.75, 0.39

***

Entry 3:
ORCA calculation (ωB97M-V/def2-TZVPD) on one molecule with the formula C2H6S2.

Structure (XYZ):
```
10
C2H6S2 (ωB97M-V/def2-TZVPD)
C -1.470 0.178 0.954
S 0.223 0.655 1.456
S 1.299 -0.878 0.574
C 1.326 -0.186 -1.140
H -1.462 -0.071 -0.094
H -2.182 1.018 1.067
H -1.745 -0.632 1.590
H 1.882 0.769 -1.124
H 1.824 -0.874 -1.820
H 0.305 0.020 -1.462
```

Output
- Frontier orbital gap: 9.61 eV
- Charge: 0
- Energy relative to the best compared isomer or geometry (same formula, charge and spin): 6.1 kJ/mol
- Structure (SMILES): CSSC
- Energy: -876.16818 a.u.
- E_HOMO: -8.83 eV
- E_LUMO: 0.02879 hartree

These are the Mulliken partial charges, in e, on atoms 1 to 2: -0.71, -0.09

***

Entry 4:
ORCA calculation (ωB97M-V/def2-TZVPD) on a 2-piece molecular cluster, C2H6S5 overall.

Structure (XYZ):
```
13
C2H6S5 (ωB97M-V/def2-TZVPD)
S 2.337 -1.837 -0.094
C 1.913 -0.125 -0.250
S 3.200 1.131 -0.028
S 0.451 0.143 0.976
H 2.500 -2.078 -1.409
H 1.422 0.243 -1.120
H 3.693 0.629 1.121
H -0.147 1.200 0.366
S -2.821 1.372 -0.236
C -3.903 0.495 0.589
S -4.569 -1.028 0.165
H -4.393 0.837 1.383
H -3.583 -1.439 -0.801
```

Output
- Frontier orbital gap: 8.19 eV
- Charge: 0
- Energy relative to the best compared isomer or geometry (same formula, charge and spin): 16.2 kJ/mol
- Structure (SMILES): SC(S)S.S=CS
- Energy: -2070.66297 a.u.
- E_HOMO: -8.71 eV
- E_LUMO: -0.01911 hartree

These are the Mulliken partial charges, in e, on atoms 1 to 2: -0.14, -0.31

***

Entry 5:
ORCA calculation (ωB97M-V/def2-TZVPD) on a 2-piece molecular cluster, C2H6Se overall.

Structure (XYZ):
```
9
C2H6Se (ωB97M-V/def2-TZVPD)
C 0.894 0.570 0.127
C -1.073 -0.381 1.086
Se -2.348 0.083 -0.109
H 1.817 0.887 0.703
H 1.147 -0.253 -0.537
H 0.279 1.310 -0.266
H -1.170 0.177 1.973
H -0.717 -1.476 1.229
H -2.090 -0.770 -1.161
```

Output
- Frontier orbital gap (alpha / beta): 8.35 / 8.35 eV
- Charge: 0
- Energy relative to the best compared isomer or geometry (same formula, charge and spin): 286.7 kJ/mol
- Energy: -2481.08335 a.u.
- E_HOMO (alpha / beta): -7.82 / -7.83 eV
- E_LUMO (alpha / beta): 0.01935 / 0.01934 hartree

These are the Mulliken partial charges, in e, on atoms 1 to 2: -0.75, -0.71

***

Entry 6:
ORCA calculation (ωB97M-V/def2-TZVPD) on one molecule with the formula C2H6Si2.

Structure (XYZ):
```
10
C2H6Si2 (ωB97M-V/def2-TZVPD)
Si 2.497 -0.018 0.072
C 0.637 0.219 0.213
C -0.704 0.438 -0.599
Si -2.423 0.072 0.068
H 3.153 0.662 1.150
H 2.686 0.499 -1.236
H 2.857 -1.401 -0.061
H -3.413 -0.426 -1.081
H -3.027 1.158 0.758
H -2.264 -1.202 0.717
```

Output
- Frontier orbital gap (alpha / beta): 8.59 / 8.61 eV
- Charge: 0
- Energy relative to the best compared isomer or geometry (same formula, charge and spin): 338.2 kJ/mol
- Structure (SMILES): [SiH3]C#C[SiH3]
- Energy: -658.54626 a.u.
- E_HOMO (alpha / beta): -9.30 / -9.30 eV
- E_LUMO (alpha / beta): -0.02626 / -0.02531 hartree

These are the Mulliken partial charges, in e, on atoms 1 to 2: 0.43, -0.18

***

Entry 7:
ORCA calculation (ωB97M-V/def2-TZVPD) on C2H7AsClO7P2RuS4 as an isolated structure.

Structure (XYZ):
```
25
C2H7AsClO7P2RuS4 (ωB97M-V/def2-TZVPD)
Ru 2.041 0.217 -0.160
S 4.789 -1.824 3.163
As 3.824 -2.126 1.326
S 4.146 -0.366 -0.081
S 1.674 -1.426 1.370
S 4.043 -3.960 0.338
C -2.224 -0.288 1.044
C -1.857 0.318 -0.307
O -3.030 0.711 -1.012
P -0.788 1.760 -0.035
O -0.519 2.521 -1.377
O -1.709 2.757 0.824
O 0.445 1.433 0.749
P -0.868 -0.843 -1.397
O -0.749 -2.225 -0.613
O -1.703 -0.989 -2.615
O 0.511 -0.213 -1.509
H -2.847 0.411 1.605
H -1.328 -0.520 1.623
H -2.776 -1.212 0.877
H -2.938 0.270 -1.880
H 0.438 2.399 -1.653
H -1.142 3.284 1.400
H 0.075 -2.268 -0.078
Cl 2.493 2.179 -1.602
```

Output
- Frontier orbital gap (alpha / beta): 6.72 / 6.76 eV
- Charge: -2
- ⟨S²⟩: 0.76
- Energy relative to the best compared isomer or geometry (same formula, charge and spin): 0.0 kJ/mol
- Energy: -5673.85662 a.u.
- E_HOMO (alpha / beta): -2.05 / -2.08 eV
- E_LUMO (alpha / beta): 0.17154 / 0.17201 hartree
- 2S+1: 2

These are the Mulliken partial charges, in e, on atoms 1 to 2: 0.87, -0.61

***

Entry 8:
ORCA calculation (ωB97M-V/def2-TZVPD) on one molecule with the formula C2H7B.

Structure (XYZ):
```
10
C2H7B (ωB97M-V/def2-TZVPD)
C 1.354 0.057 -0.255
B 0.021 0.401 0.570
C -1.269 -0.210 -0.041
H 1.058 -0.168 -1.316
H 1.921 0.960 -0.345
H 1.826 -0.897 0.187
H -0.094 0.765 1.605
H -2.018 0.662 -0.136
H -1.091 -0.658 -1.031
H -1.708 -0.913 0.761
```

Output
- Frontier orbital gap: 11.18 eV
- Charge: 0
- Energy relative to the best compared isomer or geometry (same formula, charge and spin): 11.2 kJ/mol
- Structure (SMILES): CBC
- Energy: -105.20647 a.u.
- E_HOMO: -10.49 eV
- E_LUMO: 0.02538 hartree

These are the Mulliken partial charges, in e, on atoms 1 to 2: -0.83, 0.14

***

Entry 9:
ORCA calculation (ωB97M-V/def2-TZVPD) on C2H7ClO3SSi as an isolated structure.

Structure (XYZ):
```
15
C2H7ClO3SSi (ωB97M-V/def2-TZVPD)
C 0.619 -1.678 -0.255
C 1.404 1.428 -0.065
O -3.092 1.391 -0.127
O -1.265 0.399 1.178
O -1.094 0.334 -1.196
Si 0.331 -0.015 0.619
S -2.027 0.456 -0.132
Cl -2.906 -1.344 0.008
H -0.260 -2.223 -0.493
H 0.991 -1.311 -1.351
H 1.470 -2.418 0.232
H 1.124 2.391 0.492
H 2.449 1.082 0.321
H 1.472 1.698 -1.188
H 0.785 -0.193 1.956
```

Output
- Frontier orbital gap: 11.66 eV
- Charge: 0
- Energy relative to the best compared isomer or geometry (same formula, charge and spin): 42.8 kJ/mol
- Energy: -1453.99264 a.u.
- E_HOMO: -11.17 eV
- E_LUMO: 0.01773 hartree

These are the Mulliken partial charges, in e, on atoms 1 to 2: -0.85, -0.89

***

Entry 10:
ORCA calculation (ωB97M-V/def2-TZVPD) on an isolated ion of composition C2H7ClOP and charge +1.

Structure (XYZ):
```
12
C2H7ClOP (ωB97M-V/def2-TZVPD)
C 0.441 1.503 -0.160
C 0.309 -1.330 0.920
O -0.416 -0.737 -1.556
P -0.447 -0.077 -0.131
Cl -2.322 0.223 0.355
H -0.069 2.208 -0.816
H 1.455 1.341 -0.520
H 0.478 1.925 0.841
H -0.280 -2.245 0.862
H 0.345 -0.985 1.951
H 1.318 -1.535 0.565
H -0.812 -0.291 -2.313
```

Output
- Frontier orbital gap: 13.65 eV
- Charge: +1
- Energy relative to the best compared isomer or geometry (same formula, charge and spin): 0.0 kJ/mol
- Energy: -956.99894 a.u.
- E_HOMO: -16.91 eV
- E_LUMO: -0.11966 hartree

These are the Mulliken partial charges, in e, on atoms 1 to 2: -0.91, -0.91

***

Entry 11:
ORCA calculation (ωB97M-V/def2-TZVPD) on a 2-piece molecular cluster, C2H7F3N2Si overall.

Structure (XYZ):
```
15
C2H7F3N2Si (ωB97M-V/def2-TZVPD)
C 0.227 1.774 1.724
C -1.331 -1.968 -1.165
N 0.257 0.594 0.981
N 0.668 0.697 -0.409
F -1.775 -0.906 -1.873
F -2.049 -1.893 0.081
F -1.636 -3.124 -1.770
Si 1.425 -0.752 -1.080
H 0.429 1.565 2.755
H 1.078 2.498 1.411
H -0.693 2.391 1.748
H -0.665 0.091 0.776
H 0.370 1.578 -0.798
H 1.490 -1.829 -0.045
H 2.206 -0.715 -2.338
```

Output
- Frontier orbital gap (alpha / beta): 7.22 / 7.22 eV
- Charge: 0
- Energy relative to the best compared isomer or geometry (same formula, charge and spin): 304.9 kJ/mol
- Energy: -778.84041 a.u.
- E_HOMO (alpha / beta): -7.74 / -7.74 eV
- E_LUMO (alpha / beta): -0.01937 / -0.01937 hartree

These are the Mulliken partial charges, in e, on atoms 1 to 2: -0.79, 0.07

***

Entry 12:
ORCA calculation (ωB97M-V/def2-TZVPD) on a 2-piece molecular cluster, C2H7FN3 overall.

Structure (XYZ):
```
13
C2H7FN3 (ωB97M-V/def2-TZVPD)
C -1.517 0.547 0.060
C -1.882 -0.877 0.081
N -1.994 1.617 -0.042
N 0.922 0.895 0.239
N 1.776 -0.218 -0.162
F -0.761 -1.627 -0.077
H -2.051 -1.004 1.116
H -2.813 -1.194 -0.571
H -1.655 2.594 0.084
H 0.987 1.610 -0.513
H 2.486 -0.188 0.661
H 1.160 -1.028 -0.418
H 2.440 -0.089 -0.934
```

Output
- Frontier orbital gap (alpha / beta): 8.00 / 8.00 eV
- Charge: +1
- Energy relative to the best compared isomer or geometry (same formula, charge and spin): 319.6 kJ/mol
- Energy: -344.10384 a.u.
- E_HOMO (alpha / beta): -12.94 / -12.94 eV
- E_LUMO (alpha / beta): -0.18173 / -0.18175 hartree

These are the Mulliken partial charges, in e, on atoms 1 to 2: 0.33, -0.09

***

Q: Which value of energy does entry 11 give?
A: -778.84041 a.u.

***

Q: Among the records above, which one has the lowest charge?
A: C2H7AsClO7P2RuS4